1.
The following is a DFT calculation (ωB97M-V/def2-TZVPD) of C34H56IrN3O3Si4 as an isolated structure.

The geometry in XYZ format:
```
101
Properties=species:S:1:pos:R:3:forces:R:3
Ir -0.30313 -0.29347 0.84853 0.17 -0.04 0.48
C 1.78219 -2.44338 0.42039 -0.18 0.05 0.13
N 1.49392 -1.32042 1.35554 -0.08 0.09 -0.03
C 2.66068 -0.42483 1.43865 0.01 0.03 -0.01
C 1.17906 -2.03535 2.60200 -0.04 -0.02 -0.11
C 2.16709 -2.42989 3.47384 0.07 0.00 0.07
C 1.89480 -3.36588 4.46803 -0.04 0.00 -0.03
C 0.64761 -3.95894 4.47979 0.01 0.04 -0.01
C -0.34991 -3.55230 3.59958 -0.02 -0.08 0.02
C -0.15166 -2.49901 2.69801 0.05 0.01 0.14
N -1.09619 -1.88625 1.87895 0.17 -0.17 -0.26
C -2.38967 -1.63398 2.31327 -0.06 0.02 0.06
C -3.11407 -2.33808 3.29756 0.02 -0.03 0.01
C -4.42107 -2.02421 3.61890 -0.03 0.05 -0.03
C -5.08891 -0.98980 2.98233 0.05 -0.05 0.02
C -4.38453 -0.24676 2.05396 -0.01 0.04 0.02
C -3.06291 -0.53599 1.75270 0.00 0.07 0.09
N -2.35645 0.31681 0.77733 0.13 0.05 0.05
C -3.03521 0.10397 -0.51782 -0.11 0.01 0.04
C -2.44826 1.74145 1.17436 0.01 0.05 -0.09
H 2.69957 -2.94821 0.73602 -0.04 -0.01 0.04
H 0.95285 -3.13966 0.45946 -0.07 -0.04 0.00
H 1.88723 -2.07307 -0.58789 -0.19 -0.13 0.39
H 3.59012 -0.98651 1.55952 0.00 -0.02 0.01
H 2.71255 0.15460 0.51952 -0.02 -0.17 0.20
H 2.53704 0.25716 2.27721 0.00 0.00 0.00
H 3.16865 -2.03226 3.37817 -0.01 0.01 -0.02
H 2.66380 -3.66194 5.16783 0.00 0.00 0.00
H 0.43250 -4.75848 5.17737 0.00 0.00 0.00
H -1.26981 -4.10945 3.59757 0.02 0.01 -0.01
H -2.66039 -3.13683 3.84967 -0.03 0.00 -0.05
H -4.92175 -2.60944 4.38001 0.00 0.00 0.00
H -6.11970 -0.75696 3.20952 0.00 0.01 0.01
H -4.87832 0.58286 1.56536 0.01 0.00 -0.01
H -4.00651 0.60604 -0.52828 -0.02 -0.04 0.02
H -2.42543 0.48713 -1.31574 0.15 0.19 -0.26
H -3.17867 -0.96247 -0.65285 0.05 0.08 0.01
H -3.48556 2.06780 1.25607 -0.01 -0.01 -0.04
H -1.95464 1.87529 2.13201 -0.02 -0.01 0.03
H -1.94308 2.34354 0.42511 0.03 0.00 -0.06
C 1.35682 6.15244 -1.04163 -0.01 -0.01 -0.01
O 1.50205 6.11115 0.36994 0.00 -0.01 0.01
C 1.27517 4.93385 0.98797 -0.02 -0.05 -0.04
C 1.43406 4.93844 2.38987 0.02 0.00 0.03
C 1.18478 3.78899 3.07346 0.02 0.04 0.01
C 0.78182 2.57121 2.45983 -0.06 -0.05 -0.02
C 0.43118 1.47136 3.33501 0.10 0.11 0.20
C 0.70619 1.58186 4.82296 -0.03 -0.06 -0.06
O -0.10926 0.40705 2.99279 -0.23 0.07 -0.39
C 0.69638 2.55971 1.02742 0.01 -0.13 0.03
O 0.46575 1.54228 0.25784 -0.03 0.05 -0.02
C 0.91227 3.78020 0.33866 0.05 0.08 -0.04
H 1.57914 7.17350 -1.33723 0.01 0.00 0.01
H 0.33678 5.89972 -1.34038 -0.01 0.00 0.01
H 2.05401 5.46825 -1.53058 0.01 0.00 0.01
H 1.73193 5.84887 2.88958 0.00 0.00 -0.01
H 1.29033 3.81840 4.14777 -0.01 -0.02 0.01
H 0.11031 2.37287 5.27879 -0.01 0.01 0.00
H 1.75752 1.79652 5.01686 0.00 0.02 0.00
H 0.43872 0.63111 5.27654 0.01 0.00 0.00
H 0.78643 3.74313 -0.73176 0.02 -0.01 -0.04
C 1.02340 2.49048 -3.35770 0.03 -0.02 -0.01
Si -0.43618 1.32040 -3.02624 -0.10 0.02 0.01
C -1.79824 2.59670 -2.65724 0.00 -0.15 0.13
C -0.93816 0.63360 -4.71478 0.03 -0.01 -0.02
Si 0.05323 -0.55896 -1.54782 -0.18 -0.13 -0.09
Si -0.98960 -2.48232 -2.52365 0.08 0.19 0.05
C -0.96721 -3.95115 -1.34495 0.00 0.00 0.00
C -2.82205 -2.23118 -2.92361 -0.03 -0.03 -0.03
C -0.18760 -3.08881 -4.11779 -0.01 -0.03 0.01
Si 2.35384 -0.59565 -2.33350 0.02 0.02 -0.27
C 2.41938 -0.53930 -4.22587 0.01 0.02 -0.01
C 3.41250 0.83643 -1.67435 -0.02 0.06 -0.01
C 3.43187 -2.13189 -2.01799 0.27 0.01 -0.17
H 0.60230 3.41370 -3.76683 0.02 0.00 0.00
H 1.73130 2.10626 -4.09043 -0.02 0.08 0.07
H 1.58688 2.74581 -2.46405 0.02 0.02 0.11
H -1.68392 3.38830 -3.40336 0.00 -0.03 -0.01
H -1.69878 3.06076 -1.67510 0.00 0.01 0.06
H -2.81189 2.21014 -2.75805 -0.06 -0.07 0.07
H -0.99291 1.45189 -5.43945 0.01 0.01 0.01
H -1.92165 0.16072 -4.68074 0.01 -0.01 0.02
H -0.22851 -0.10073 -5.09591 -0.01 0.00 -0.01
H -1.38730 -3.69208 -0.36956 0.04 0.02 0.02
H 0.03447 -4.35765 -1.19548 0.02 0.01 0.01
H -1.57876 -4.74704 -1.78105 -0.01 -0.01 0.03
H -3.44270 -2.32434 -2.03054 0.01 -0.04 -0.07
H -3.13613 -3.02172 -3.61166 0.01 0.01 -0.01
H -3.04557 -1.27392 -3.39660 0.00 0.01 0.02
H 0.85633 -3.37082 -3.96560 0.01 0.01 0.00
H -0.23158 -2.35737 -4.92551 0.00 0.00 0.01
H -0.72797 -3.98229 -4.44550 0.02 0.00 -0.03
H 1.97813 0.34027 -4.68799 0.00 -0.13 0.01
H 1.94812 -1.42156 -4.65988 0.00 -0.02 0.00
H 3.47649 -0.56288 -4.50828 0.00 0.01 0.00
H 3.61194 1.55638 -2.46756 0.00 0.04 -0.04
H 4.37687 0.44960 -1.33355 -0.02 0.00 0.03
H 2.94735 1.37507 -0.84684 0.00 0.12 -0.17
H 2.93518 -3.06662 -2.29127 -0.02 -0.02 0.04
H 3.78791 -2.22186 -0.99089 0.11 0.03 -0.22
H 4.31300 -2.03009 -2.65803 -0.01 0.00 -0.06
```
Forces are in eV/Å.


2.
The following is a DFT calculation (ωB97M-V/def2-TZVPD) of C34H56N3O2P2Sn as an isolated structure at a distorted geometry.

The geometry in XYZ format:
```
98
Properties=species:S:1:pos:R:3:forces:R:3
Sn -7.59683 -13.89980 9.88366 -1.03 -0.36 0.17
C -5.95200 -14.52704 6.06684 0.50 1.05 1.15
C -7.19302 -15.44323 6.03996 -0.05 0.17 0.19
C -6.74573 -16.80655 5.48154 -0.19 0.77 0.18
P -7.95831 -15.56830 7.78613 1.30 0.62 -0.58
C -9.79992 -15.58097 7.47830 1.07 -1.01 0.11
C -10.54975 -15.93786 8.77033 -0.28 -0.65 0.63
C -10.18608 -16.50222 6.33589 0.08 -1.45 -0.30
C -7.13558 -16.98511 8.59729 -1.05 1.60 -0.11
C -7.53107 -18.24994 8.25574 -0.73 -1.78 0.21
C -6.86603 -19.36962 8.76591 1.58 0.85 0.01
C -5.58315 -19.11691 9.36885 -0.77 0.91 -0.36
C -5.24060 -17.81185 9.79362 -0.89 -1.41 0.53
C -6.18562 -16.75553 9.62265 0.96 -0.79 -0.03
N -6.15017 -15.60432 10.33338 -1.38 0.75 -0.96
C -5.43212 -15.41621 11.48410 0.46 0.98 -0.04
C -5.20362 -16.35876 12.48785 -0.50 0.19 0.26
C -4.59096 -16.00636 13.66500 0.98 1.90 -0.23
C -3.97484 -14.70092 13.79414 -0.85 -1.75 -0.06
C -4.13064 -13.78304 12.77015 -0.12 -0.20 0.26
C -4.94808 -14.12036 11.67358 0.88 1.83 0.72
P -5.29186 -12.83310 10.39948 1.55 -1.16 -1.33
C -5.20271 -10.99688 10.83256 0.46 0.41 0.00
C -6.00837 -10.64697 12.10982 -0.81 -1.29 0.30
C -3.75517 -10.44931 10.88929 0.53 -0.61 1.29
C -3.94451 -13.34731 9.12507 -0.28 -0.40 -0.21
C -3.94712 -12.29717 7.99325 -0.59 -0.33 -0.15
C -2.53894 -13.67723 9.71345 -0.21 -0.51 -1.19
H -5.47442 -14.20969 5.11070 -0.56 -0.84 0.35
H -6.18977 -13.56244 6.55200 -0.15 -0.26 -0.18
H -5.15313 -14.94195 6.74823 -0.72 0.04 -0.88
H -8.02786 -15.00223 5.41508 1.01 -0.38 0.55
H -5.89556 -17.20703 6.05691 -0.38 0.11 -0.21
H -7.56783 -17.51616 5.48221 0.11 -0.22 -0.24
H -6.41778 -16.55195 4.47390 0.05 -0.59 -0.19
H -9.92893 -14.55976 7.13886 -0.40 0.32 0.38
H -9.89546 -16.36412 9.58344 -0.49 0.39 -0.88
H -11.03737 -15.05764 9.17097 -0.02 0.20 0.14
H -11.36089 -16.69178 8.58578 0.79 0.59 0.02
H -9.77670 -17.54032 6.53605 -0.99 0.99 -0.22
H -11.29855 -16.51713 6.27618 0.79 -0.21 -0.17
H -9.75790 -16.24536 5.35216 -0.33 0.21 0.42
H -8.47525 -18.32998 7.66964 1.06 -0.33 0.46
H -7.26064 -20.36355 8.68144 0.08 -0.28 -0.36
H -4.79946 -19.87526 9.50152 -0.81 -0.01 0.19
H -4.42329 -17.78473 10.53467 -0.27 0.50 -0.83
H -5.66388 -17.31484 12.36398 -0.07 -0.57 0.06
H -4.55090 -16.71158 14.47777 0.17 -0.09 0.13
H -3.44001 -14.50045 14.70947 0.17 0.24 -0.07
H -3.60967 -12.80972 12.79776 -0.52 -0.58 0.16
H -5.70601 -10.48334 9.99434 0.05 -0.49 0.08
H -5.81231 -11.38658 12.93027 0.12 0.76 -0.54
H -5.76967 -9.63169 12.46829 -0.21 -0.44 -0.24
H -7.11718 -10.76441 11.91929 1.13 0.41 0.11
H -3.70928 -9.44478 11.36458 -0.21 -0.52 -0.54
H -3.18950 -11.11554 11.57826 -0.10 0.53 -0.34
H -3.18903 -10.45415 9.94904 -0.49 0.12 0.26
H -4.34889 -14.29657 8.64925 0.21 0.98 0.90
H -3.50753 -11.35986 8.24698 0.49 0.59 0.41
H -3.48145 -12.59430 7.05688 0.27 -0.48 0.10
H -4.97714 -12.05630 7.71502 -0.08 -0.07 0.06
H -2.16147 -12.86982 10.29654 0.42 0.89 0.23
H -2.44050 -14.55436 10.38013 -0.59 0.21 -0.58
H -1.87912 -13.83516 8.82162 -0.30 0.11 0.86
C -10.60973 -10.54146 7.39265 0.74 0.66 -2.39
C -11.23702 -10.39483 8.77739 0.18 -1.57 -0.24
C -11.66635 -11.86568 9.13192 1.59 0.24 -0.42
O -11.24578 -12.75116 8.08248 0.97 0.48 -1.28
C -10.75894 -12.00626 6.89866 -1.04 0.50 2.09
H -9.52072 -10.26153 7.36261 -1.01 -0.19 0.28
H -11.09189 -9.90265 6.58519 0.49 -0.46 1.20
H -12.06027 -9.69424 8.79534 -0.13 0.07 0.06
H -10.45608 -10.09022 9.46445 -0.14 0.25 0.25
H -12.70791 -12.01660 9.26732 -1.07 0.17 0.19
H -11.12257 -12.21860 10.01263 -0.23 0.15 0.19
H -11.51104 -12.09621 6.14348 -0.67 0.06 -0.49
H -9.85876 -12.41057 6.44740 0.40 -0.33 0.54
C -9.51447 -17.29242 12.60293 -0.10 0.58 -0.16
N -9.67315 -16.16645 13.52652 0.91 -0.07 0.12
C -9.87620 -16.44080 14.94909 -1.70 0.31 -0.37
C -10.93643 -15.36244 15.35679 0.59 -1.00 -0.51
C -10.26286 -14.01069 15.25099 -0.96 -0.03 -0.13
N -9.58866 -13.86017 13.97602 0.14 -0.86 -0.26
C -9.31375 -12.52117 13.51952 0.94 -0.21 -0.62
C -9.31721 -14.90196 13.12290 -0.41 -0.14 -0.19
O -8.84132 -14.69058 11.98100 -0.29 -0.31 0.94
H -8.44256 -17.53887 12.42991 -0.68 0.08 -0.08
H -10.01827 -16.96778 11.66194 0.57 -0.72 0.53
H -10.03408 -18.15369 13.06864 0.32 0.46 -0.54
H -8.95818 -16.30926 15.53463 -0.09 -0.21 -0.04
H -10.27109 -17.49231 15.03684 0.48 1.16 0.09
H -11.27772 -15.50354 16.36109 -0.24 -0.11 0.67
H -11.81841 -15.43803 14.67039 0.81 0.06 0.52
H -9.59511 -13.80638 16.09080 0.14 -0.15 -0.02
H -11.07864 -13.28413 15.30516 0.22 0.28 -0.03
H -8.22234 -12.33843 13.55299 -0.42 0.21 0.14
H -9.84243 -11.82361 14.16802 0.06 0.08 -0.30
H -9.58969 -12.46072 12.45509 -0.17 0.36 0.42
```
Forces are in eV/Å.

Values from the calculation:
- Net charge: +1


LUMO level values (in eV) by entry order: 0.33; -2.37.
Relative energy (zero: lowest compared OMol25 entry of this formula, charge and spin) values (in kcal per mole) by entry order: 20.7; 3.5.